No. 1
A gas-phase ion, C5H6N (charge +1) at a distorted geometry, computed with ωB97M-V/def2-TZVPD.

Atoms and positions in Å:
C 1.098 1.835 -0.399
C 0.359 0.656 -0.483
C -0.229 -0.560 -0.256
N -1.087 -1.309 0.302
C -0.283 -2.005 -0.653
C 0.346 1.608 0.796
H 1.746 2.463 -0.896
H -2.011 -1.274 0.693
H -0.838 -2.226 -1.609
H 0.501 -2.619 -0.168
H 0.861 1.107 1.589
H -0.463 2.323 1.085

Net charge = +1
SMILES = C1=C(C2=[NH+]C2)C1
HOMO-LUMO gap = 0.3156 Eh
Highest occupied orbital energy = -0.539 hartree
2S+1 = 1

Which charges does Löwdin predict for the atoms? In e, they are: atom 1 (C): 0.15, atom 2 (C): 0.02, atom 3 (C): -0.15, atom 4 (N): 0.19, atom 5 (C): 0.03, atom 6 (C): -0.06, atom 7 (H): 0.11, atom 8 (H): 0.18, atom 9 (H): 0.15, atom 10 (H): 0.14, atom 11 (H): 0.11, atom 12 (H): 0.13



No. 2
A gas-phase ion, C5H6N (charge +1) at a distorted geometry, computed with ωB97M-V/def2-TZVPD.

Atoms and positions in Å:
C 1.475 1.562 0.416
N 0.393 1.843 0.830
C -0.898 1.094 0.619
C -0.424 -0.226 0.124
C 0.778 -0.685 -0.086
C -0.462 -1.371 -0.819
H 2.501 1.705 0.503
H -1.719 1.405 -0.139
H -1.326 1.007 1.720
H 1.745 -0.972 -0.163
H -0.623 -1.318 -1.894
H -0.647 -2.422 -0.595

Net charge = +1
SMILES = C#[N+]CC1=CC1
HOMO-LUMO gap (spin up / spin down) = 0.2921 / 0.2920 Eh
Highest occupied orbital energy (spin up / spin down) = -0.527 / -0.527 hartree
2S+1 = 1

Which charges does Löwdin predict for the atoms? In e, they are: atom 1 (C): 0.27, atom 2 (N): 0.14, atom 3 (C): -0.05, atom 4 (C): -0.22, atom 5 (C): 0.06, atom 6 (C): 0.01, atom 7 (H): 0.12, atom 8 (H): 0.18, atom 9 (H): 0.18, atom 10 (H): 0.09, atom 11 (H): 0.10, atom 12 (H): 0.10



No. 3
A gas-phase ion, C5H6N (charge +1) at a distorted geometry, computed with ωB97M-V/def2-TZVPD.

Atoms and positions in Å:
C 1.438 -1.204 -0.293
C 1.927 0.068 -0.079
C -0.003 -1.552 0.007
C 2.010 1.257 0.140
C -0.245 -0.161 0.435
N -0.983 0.567 -0.456
H -0.649 -1.886 -0.788
H -0.060 -2.222 0.816
H 2.441 2.235 0.147
H 0.222 0.117 1.423
H -1.068 1.574 -0.344
H -1.554 0.075 -1.160

Net charge = +1
HOMO-LUMO gap (spin up / spin down) = 0.2647 / 0.2640 Eh
Highest occupied orbital energy (spin up / spin down) = -0.497 / -0.495 hartree
2S+1 = 1

Which charges does Löwdin predict for the atoms? In e, they are: atom 1 (C): 0.17, atom 2 (C): -0.14, atom 3 (C): -0.12, atom 4 (C): 0.21, atom 5 (C): -0.12, atom 6 (N): 0.19, atom 7 (H): 0.14, atom 8 (H): 0.13, atom 9 (H): 0.08, atom 10 (H): 0.18, atom 11 (H): 0.14, atom 12 (H): 0.15



No. 4
2 unconnected molecules or ions with the total composition C5H6N at a distorted geometry, computed with ωB97M-V/def2-TZVPD.

Atoms and positions in Å:
C -2.316 0.980 -0.628
C 1.443 0.593 2.320
C 0.810 0.308 1.183
C -0.100 -0.013 -0.837
C 0.280 -1.284 -1.395
N -1.218 0.488 -0.640
H -2.798 2.030 -0.748
H 0.943 0.376 3.208
H 1.937 1.562 2.369
H 0.944 -1.832 -0.778
H 0.728 -1.331 -2.388
H -0.654 -1.878 -1.665

Net charge = +1
HOMO-LUMO gap = 0.2663 Eh
Highest occupied orbital energy = -0.491 hartree
2S+1 = 1

Which charges does Löwdin predict for the atoms? In e, they are: atom 1 (C): 0.24, atom 2 (C): 0.02, atom 3 (C): 0.29, atom 4 (C): -0.09, atom 5 (C): -0.06, atom 6 (N): -0.02, atom 7 (H): 0.15, atom 8 (H): 0.07, atom 9 (H): 0.10, atom 10 (H): 0.08, atom 11 (H): 0.10, atom 12 (H): 0.13



No. 5
A gas-phase ion, C5H6N (charge +1) at a distorted geometry, computed with ωB97M-V/def2-TZVPD.

Atoms and positions in Å:
C -0.904 -0.862 -0.145
C -1.953 0.125 0.023
C 0.772 0.800 0.019
C 1.276 -0.630 -0.013
C -0.619 0.600 -0.125
N 0.117 -1.531 0.021
H -2.678 0.233 -0.674
H -2.292 0.385 1.034
H 1.075 1.485 0.813
H 1.399 1.205 -0.813
H 1.935 -0.725 -0.936
H 1.872 -1.085 0.796

Net charge = +1
<S²> = 2.022
HOMO-LUMO gap (spin up / spin down) = 0.3578 / 0.3303 Eh
Highest occupied orbital energy (spin up / spin down) = -0.518 / -0.621 hartree
2S+1 = 3

Which charges does Löwdin predict for the atoms? In e, they are: atom 1 (C): -0.07, atom 2 (C): 0.08, atom 3 (C): -0.10, atom 4 (C): -0.12, atom 5 (C): 0.06, atom 6 (N): 0.25, atom 7 (H): 0.11, atom 8 (H): 0.17, atom 9 (H): 0.15, atom 10 (H): 0.16, atom 11 (H): 0.16, atom 12 (H): 0.15



No. 6
A molecular structure, C5H6N2 at a distorted geometry, computed with ωB97M-V/def2-TZVPD.

Atoms and positions in Å:
N 2.192 -0.054 1.252
C 1.183 0.625 1.001
C 1.325 0.235 -0.356
C 0.086 -0.414 -0.951
C -0.938 -0.915 0.097
C -1.282 0.553 0.095
N -0.622 0.916 -0.952
H 1.992 0.702 -1.069
H 0.179 -0.932 -1.915
H -1.761 -1.474 -0.360
H -0.572 -1.445 0.980
H -1.930 1.191 0.696
H 0.254 0.946 1.501

Net charge = 0
HOMO-LUMO gap = 0.3580 Eh
Highest occupied orbital energy = -0.331 hartree
2S+1 = 1

Which charges does Löwdin predict for the atoms? In e, they are: atom 1 (N): 0.21, atom 2 (C): -0.31, atom 3 (C): -0.11, atom 4 (C): -0.27, atom 5 (C): -0.10, atom 6 (C): -0.20, atom 7 (N): 0.09, atom 8 (H): 0.11, atom 9 (H): 0.13, atom 10 (H): 0.11, atom 11 (H): 0.11, atom 12 (H): 0.11, atom 13 (H): 0.11



How do the records compare in energy relative to the best compared isomer or geometry (same formula, charge and spin)? In the order shown, they have 562.8; 596.8; 624.5; 881.8; 302.0; 501.1 kJ/mol.
How do the records compare in DFT total energy? In the order shown, they have -6759.344; -6758.992; -6758.705; -6756.039; -6757.788; -8257.165 eV.